The following is a DFT calculation (the ωB97M-V functional and the def2-TZVPD basis) of one molecule with the formula C3H2N2OS in a non-equilibrium geometry.

As for the HOMO-LUMO gap: 0.3246 Ha. Its maximum force is 0.02000 hartree/bohr. The calculation puts the HOMO energy at -9.12 eV. The value obtained for the LUMO energy is -0.29 eV. Its SMILES is O=C=NN1CC1=S.

Geometry as XYZ:
```
9
Properties=species:S:1:pos:R:3:mulliken_charge:R:1
C 1.19 1.13 0.29 0.11
C 3.18 -1.11 -0.01 0.56
C 0.04 0.22 0.13 -0.16
N 2.16 -1.04 0.63 -0.27
N 1.26 -0.08 0.91 0.00
O 4.16 -1.45 -0.50 -0.38
S 1.98 2.45 -0.08 -0.33
H -0.85 0.29 0.74 0.22
H -0.09 -0.22 -0.85 0.25
```